DFT (the ωB97M-V functional and the def2-TZVPD basis) results for a 10-piece molecular cluster, C44H83BClN10O2S overall at a distorted geometry.

Each line ends with the Löwdin charge.
Element x y z (Å)
H -0.076 9.849 2.684  0.1129
H -8.922 -4.704 -0.698  0.0461
C -3.326 5.752 -2.263  -0.1154
O -4.669 3.561 2.819  0.0174
N 7.306 4.575 -2.667  0.1100
H 4.844 6.917 -4.022  0.1162
B -3.585 2.681 2.262  -0.5929
H -3.966 -4.526 0.691  0.0376
H -3.733 -0.371 3.874  0.1245
H 2.582 1.398 4.720  0.0865
H -7.793 -1.607 0.067  0.0680
H 7.300 -1.230 -1.487  0.0539
C 2.015 1.026 -0.155  -0.0781
C -9.270 -6.751 -1.368  -0.2704
H 3.717 6.129 -5.125  0.1086
H 1.547 -6.988 0.433  0.1163
O -0.612 2.970 2.152  -0.3863
H -8.315 -0.772 -2.843  0.1139
H -2.733 0.892 0.365  0.0788
H -3.795 4.790 -2.498  0.0792
N 4.129 -1.350 -1.716  0.1060
H -7.430 -6.883 -2.516  0.1182
C -1.431 5.312 -3.906  -0.1821
C 0.076 -8.334 1.229  -0.1633
C 0.405 -5.715 2.657  -0.1252
C -8.657 -5.313 -3.313  -0.1413
H -5.999 -1.501 -3.323  0.1173
H 9.596 -4.854 -2.385  0.0705
H -0.899 5.727 -4.769  0.1185
C -8.426 -1.476 -0.817  -0.1082
H -3.149 -6.100 0.701  0.0746
C 4.402 5.949 -4.290  -0.2748
C -3.388 -3.829 3.341  -0.1834
C 0.956 9.727 3.031  -0.1954
C 1.172 8.317 3.587  -0.2718
C 1.908 9.973 1.872  -0.1656
C 7.024 0.497 -2.791  -0.2690
H -1.863 4.351 -4.204  0.1190
H -9.344 -5.831 0.589  0.0776
H 7.452 -4.246 -0.080  0.1147
H 1.383 -7.446 3.470  0.1143
C 1.831 0.949 2.606  -0.3521
N -8.792 -4.172 -3.833  0.1127
H 2.816 6.132 -2.830  0.0579
H -2.203 -4.624 0.885  0.0665
N -3.815 1.183 2.337  -0.1589
H -6.963 -2.877 -2.758  0.0744
C 5.500 4.985 -4.743  -0.1947
H 0.034 3.045 0.087  0.1088
H 5.699 1.547 -1.427  0.1127
H -4.605 0.639 0.345  0.1113
N 2.697 10.177 0.910  0.1084
C -3.335 -5.197 2.659  -0.2657
H 6.032 5.399 -5.605  0.1145
C -8.494 -6.688 -2.686  -0.1860
H 8.566 -6.487 0.003  0.1087
C -0.444 5.089 -2.772  -0.1340
H 3.137 4.462 -3.335  0.0666
N 9.904 -2.133 -0.763  0.1250
C -3.626 0.487 1.008  -0.1021
C 5.629 0.913 -2.317  -0.2031
H -9.172 -7.756 -0.943  0.1126
H 9.425 -6.606 -2.305  0.0743
C 3.606 5.424 -3.100  -0.1313
H -4.224 -3.237 2.951  0.1095
H -4.262 3.920 3.662  0.1129
H -2.512 -5.790 3.078  0.0876
H 1.304 1.415 -1.003  0.0834
H 4.066 0.854 3.055  0.0893
N -4.726 -2.325 -0.385  0.1161
C 9.272 -3.135 -0.331  -0.1395
H -2.965 1.290 4.346  0.1080
H 8.797 -0.538 -2.108  0.0483
H -0.600 -6.150 2.661  0.0415
H -1.975 0.161 3.197  0.0887
C 1.573 1.825 1.246  -0.2739
C 7.799 -0.288 -1.737  -0.1396
H 1.603 7.298 1.707  0.0756
C 1.419 -7.626 1.314  -0.1936
H 2.200 8.217 3.958  0.1166
C 1.840 1.933 3.959  -0.1081
H -2.087 7.244 -3.185  0.1175
C 4.809 -0.324 -1.989  -0.1781
C 9.018 -5.663 -1.927  -0.1157
H -7.719 -5.877 -0.120  0.0778
H -10.337 -6.582 -1.556  0.1153
H -7.187 0.017 -1.739  0.1039
H 5.121 1.483 -3.101  0.1033
H 0.505 8.163 4.442  0.1087
H 0.508 -5.127 3.574  0.0730
H -4.263 -5.740 2.872  0.1145
C -5.544 -2.139 -1.326  -0.1205
H 10.151 -5.722 -0.103  0.1137
H -8.872 -7.446 -3.380  0.1168
H 7.913 0.297 -0.817  0.0832
H 2.220 -8.373 1.311  0.1132
H 0.482 -5.033 1.803  0.0777
H 7.979 -5.579 -2.266  0.0775
H 1.141 10.471 3.813  0.1150
H 2.320 2.976 3.702  0.0869
H 8.580 -4.369 1.282  0.1127
H 5.069 4.023 -5.040  0.1102
C 0.912 7.226 2.554  -0.1276
H -2.693 5.620 -1.379  0.0440
C 1.484 -6.792 2.595  -0.2715
H 3.529 -0.443 1.667  0.0745
H 7.594 1.394 -3.056  0.1013
H -0.626 1.340 0.726  0.1281
H -3.533 -3.951 4.419  0.1156
H -9.216 -0.768 -0.547  0.0768
N -1.010 -2.460 2.889  0.1133
N 0.374 4.903 -1.831  0.1192
H 3.112 -0.721 3.484  0.1017
C -6.531 -1.916 -2.460  -0.1854
C -3.056 0.522 3.465  -0.0844
C -8.782 -5.730 -0.344  -0.1082
C 9.101 -5.623 -0.404  -0.2779
H 0.795 1.996 4.483  0.0725
S -2.109 3.560 1.505  0.9137
C -2.088 -3.081 3.094  -0.1583
H 0.912 0.203 2.758  0.1334
C 6.487 4.761 -3.608  -0.1642
N -1.037 -8.921 1.159  0.1006
H 2.467 -6.314 2.662  0.1100
H -3.215 6.456 -4.289  0.1155
H 1.051 6.237 3.002  0.0673
C -3.153 -5.101 1.148  -0.1130
H -3.496 -0.673 1.162  0.0874
Cl -2.343 5.614 2.012  0.3925
H 3.157 1.117 -0.393  0.0702
C 8.510 -4.343 0.190  -0.1910
H -0.113 7.286 2.169  0.0239
C -2.529 6.277 -3.453  -0.2664
C -7.629 -0.951 -2.007  -0.2691
H 4.239 5.293 -2.216  0.0698
H 6.942 -0.113 -3.699  0.1140
H 2.247 2.795 1.323  0.1515
H 1.726 -0.113 0.054  0.1049
H -8.895 -2.438 -1.052  0.0560
H -4.116 6.460 -1.993  0.0790
C 3.246 0.124 2.651  -0.1056
C 0.009 2.286 1.008  -0.2482

## Properties
Electronic energy: -89985.879 eV
Maximum force: 0.19786 Eh/bohr
Gap between HOMO and LUMO: 6.38 eV
LUMO level: -5.72 eV
Total charge: +1

***

DFT (the ωB97M-V functional and the def2-TZVPD basis) results for a 11-piece molecular cluster, C44H84O13 overall at a distorted geometry.

Each line ends with the Löwdin charge.
Element x y z (Å)
O -4.519 -2.085 -6.275  -0.1765
H 7.244 -3.489 3.431  0.1289
O -3.207 10.038 4.075  -0.1598
C -6.363 -5.918 4.760  -0.1786
H -2.603 7.316 2.189  0.1080
C 4.686 4.444 5.811  -0.1636
C -3.838 9.092 1.911  -0.1505
H -3.782 1.493 5.254  0.1111
H -3.336 -4.896 -7.194  0.1015
H 2.468 9.352 -5.335  0.1170
H 3.537 5.645 4.419  0.1129
C 1.745 -5.523 6.032  -0.1703
C 0.707 10.474 -6.073  -0.1456
H 2.567 -4.816 6.146  0.1132
H 6.277 -1.932 -6.272  0.1366
C 0.719 -4.655 5.382  -0.1952
C -2.375 8.877 3.815  -0.1879
H 1.469 -7.645 5.350  0.1125
H -2.313 8.470 4.824  0.1164
C -0.028 10.075 -4.832  -0.2412
C 2.018 -8.826 -6.090  -0.1925
H 3.175 -8.634 -4.248  0.1131
O 5.944 -3.708 1.911  0.0162
H 1.810 -9.894 -6.031  0.1094
O 0.881 -4.918 3.975  -0.1259
H -3.876 7.446 3.343  0.1082
C 1.848 -6.666 5.058  -0.1620
H 2.661 5.567 7.393  0.1222
C 3.477 4.680 4.922  -0.2149
H -7.907 -4.915 2.107  0.1103
C -5.766 -5.142 2.641  -0.2216
H 1.588 -0.887 -1.034  0.1185
C -3.637 -3.153 -8.186  -0.1792
H -1.596 1.307 -0.170  0.1163
C -3.756 -1.790 -7.438  -0.1937
O -5.580 -6.165 3.586  -0.1396
C 2.455 -8.077 -4.848  -0.1609
H -1.400 9.247 3.498  0.1133
H -2.323 1.368 7.490  0.1071
O 0.425 -7.207 -5.317  -0.1497
H 0.793 2.351 -1.924  0.1167
H -5.567 -5.557 1.653  0.1171
O 2.292 4.420 5.650  -0.0983
H -5.331 2.396 5.226  0.1084
H 2.776 -8.736 -6.869  0.1100
H -4.197 -0.934 -7.949  0.1180
C -0.428 -0.126 -1.387  -0.1731
H -0.142 -8.736 -6.597  0.1137
C 0.400 1.996 -0.971  -0.2231
H -1.059 -0.945 -1.041  0.1154
H -5.086 -4.656 -7.390  0.1065
H -3.922 11.206 2.408  0.0997
H -4.992 -4.376 2.693  0.1124
O 1.389 1.116 -0.460  -0.1368
H -5.066 10.430 3.351  0.1074
H 4.213 -2.581 -6.844  0.1151
C -5.217 0.903 6.775  -0.1682
H 4.051 2.910 7.175  0.1142
H -0.908 10.653 -4.549  0.1177
H -4.695 8.684 1.376  0.1044
H -5.776 -5.227 5.366  0.1162
C 0.880 -0.202 -0.568  -0.2018
H 1.965 3.992 7.591  0.1230
H 1.505 -5.852 7.043  0.1150
H 8.483 -2.617 0.576  0.1182
H 0.328 2.963 -0.473  0.1152
C 7.208 -1.660 2.107  -0.1434
H 1.258 -6.722 -3.547  0.1255
H 2.890 -6.943 4.894  0.1098
C 5.779 -1.173 -6.875  -0.0796
H -5.077 -3.795 -5.176  0.1201
H -0.306 8.389 -3.805  0.1238
O 7.506 -0.868 -8.623  0.0593
H 0.250 -6.742 3.540  0.1178
H 3.669 -0.844 -6.599  0.1136
C 0.742 -8.121 -6.431  -0.1697
H 0.615 -8.393 -3.749  0.1197
C -4.072 10.264 2.935  -0.1831
H -2.728 -1.539 -7.176  0.1042
H -4.216 -3.086 -9.107  0.1030
H -4.672 3.416 7.412  0.1100
H 5.802 -2.350 3.466  0.1207
C -4.566 1.948 5.859  -0.1770
H -6.237 1.169 7.051  0.1111
H 5.733 -0.155 -6.488  0.1350
H 6.523 -0.812 2.072  0.1114
O 5.383 -1.229 -9.245  0.0110
C 4.092 -1.331 -8.631  -0.1598
H 4.623 4.433 7.927  0.1122
C -0.900 1.251 -1.007  -0.1919
H -8.012 -4.446 4.834  0.1077
H 3.590 -2.177 -9.102  0.1226
C 6.460 -3.521 0.686  -0.4730
H 5.303 3.659 5.373  0.1070
H -3.205 3.569 6.435  0.1055
C -3.253 1.806 7.854  -0.2117
H -6.756 -6.764 5.325  0.1201
O 6.236 -4.335 -0.183  0.0976
H -3.136 9.379 1.128  0.1011
H 8.123 -1.345 2.607  0.1107
H 0.602 -0.418 0.464  0.1195
H 0.098 10.327 -6.965  0.1144
H 2.073 8.964 -6.984  0.1200
H -8.396 -5.923 4.091  0.1050
H 3.363 4.005 4.074  0.1173
C 7.441 -2.322 0.705  -0.0583
H -2.608 -3.262 -8.527  0.1035
H 0.803 -7.502 -7.325  0.1134
H -1.086 8.342 -5.535  0.1279
C 6.590 -2.818 2.875  -0.1447
H 3.024 -7.276 -5.318  0.1130
C 4.033 3.999 7.119  -0.1701
C -3.146 8.041 2.795  -0.1772
H -7.143 -3.528 2.929  0.1070
C -3.895 2.858 6.888  -0.1567
C 1.634 9.260 -6.031  -0.2510
C -0.266 8.615 -4.871  -0.1850
H 3.573 -0.400 -8.858  0.1223
H -5.206 -0.142 6.463  0.1138
C -7.171 -4.615 2.853  -0.1646
C -7.580 -5.205 4.181  -0.1916
H 1.145 11.471 -6.100  0.1185
H 1.715 -6.205 2.860  0.1271
H 0.609 10.398 -4.009  0.1175
C -4.137 -4.157 -7.194  -0.1696
H -0.246 -0.104 -2.461  0.1145
H -0.295 -4.952 5.647  0.1157
C 4.320 -1.536 -7.134  -0.1532
H -2.892 2.177 8.814  0.1111
C -4.272 -3.418 -5.807  -0.1502
H -1.542 1.524 -1.844  0.1105
H 5.305 5.335 5.922  0.1086
C 6.323 -1.059 -8.245  -0.4229
C 1.168 -6.216 3.803  -0.2794
H 7.338 -1.691 -0.177  0.1158
H 0.725 -3.588 5.607  0.1220
H -3.269 -3.353 -5.386  0.1127
O -4.279 0.850 7.893  -0.1645
C 2.654 4.563 6.969  -0.2706
O 0.908 8.175 -5.562  -0.1339
C 1.154 -7.572 -4.222  -0.2451

## Properties
Electronic energy: -73598.853 eV
Maximum force: 0.11972 Eh/bohr
Gap between HOMO and LUMO: 9.48 eV
Structure (SMILES): O=C1CCCO1.O=C1CCCO1.C1CCOC1.C1CCOC1.C1CCOC1.C1CCOC1.C1CCOC1.C1CCOC1.C1CCOC1.C1CCOC1.C1CCOC1
LUMO level: 0.22 eV

***

DFT (the ωB97M-V functional and the def2-TZVPD basis) results for C44H85FI2NO17P as an isolated structure at a distorted geometry.

Each line ends with the Löwdin charge.
Element x y z (Å)
O -8.067 1.706 0.650  -0.1888
H -4.369 2.344 -6.559  0.0776
H -4.079 1.415 -0.009  0.0866
C 1.193 9.103 -3.844  -0.1076
H -8.451 -4.066 0.940  0.0865
H -4.688 -0.764 -3.256  0.1339
C -2.895 -0.851 -2.098  -0.0798
H 2.874 -2.899 6.760  0.1283
H -8.475 0.880 -1.210  0.1320
H 1.249 0.452 -0.624  0.0918
H 6.736 -3.237 -0.277  0.0878
H -8.606 -3.046 3.623  0.0904
C 1.560 5.836 -3.106  -0.1342
H 0.200 -2.302 5.379  0.1281
O -0.422 -0.897 0.250  0.1798
F -0.992 -3.092 -1.988  0.0162
C 5.603 -8.481 5.702  -0.1115
C 2.268 -2.450 5.966  -0.2007
H 2.559 -2.915 5.018  0.1147
N -1.663 -2.472 -0.939  0.0368
H 3.280 1.050 -1.255  0.0906
H 2.818 -2.450 2.230  0.1287
H -6.550 -0.652 -1.196  0.1212
O 2.545 0.245 -4.351  -0.2533
H 7.867 -5.024 6.277  0.1244
H 5.657 -0.141 -2.038  0.1145
O -3.999 -2.704 -1.026  0.1893
O 3.070 2.764 -4.226  -0.2126
C -0.300 -0.933 7.329  -0.1112
H -0.179 2.264 -0.996  0.1396
H -2.976 1.370 -6.227  0.0456
H 2.489 -0.851 7.925  0.0844
H -6.063 -0.093 0.410  0.1321
O -8.991 -2.355 -0.130  -0.2278
H -9.271 3.099 -0.295  0.0875
H 1.159 -0.171 -2.293  0.1124
H -4.579 0.606 -6.469  0.0756
C -0.979 2.756 -4.975  -0.7916
O 2.544 -1.059 5.849  -0.2012
C -7.978 0.626 -0.269  -0.1949
C -0.395 1.484 -5.518  -0.1299
C -2.153 1.539 -3.245  -0.1880
C 4.325 -2.270 0.737  -0.1980
H 0.572 8.490 -3.187  0.0843
H -8.536 -1.810 2.352  0.0778
O 0.351 -2.186 7.444  -0.1902
C -4.037 1.446 -6.046  -0.0554
H 2.087 4.876 -3.041  0.0760
H 6.175 -4.920 6.792  0.1260
H 2.445 2.526 -1.600  0.0997
C 6.889 -5.511 6.209  -0.2095
H 2.292 9.237 -1.674  0.1265
H 6.232 -1.921 -3.714  0.0783
H 5.088 3.107 -4.721  0.1116
H -0.015 1.635 -6.520  0.0565
H 4.900 -5.614 3.610  0.0950
H 2.795 4.791 -5.684  0.0207
C -3.755 -0.279 -3.016  0.0614
O 4.636 -2.662 3.116  -0.2267
H -8.506 -0.223 0.174  0.0993
H 0.634 -3.790 6.234  0.1269
C -3.027 -2.123 -1.343  -0.3342
H 3.749 -0.951 2.346  0.1312
H 4.103 -0.738 7.175  0.0856
C 3.847 4.532 -5.704  -0.0671
O 2.572 8.817 -3.686  -0.1905
H 3.408 7.193 -0.870  0.1255
H 6.541 -3.278 1.495  0.0838
H 3.631 -1.797 0.034  0.1178
H -1.136 0.690 -5.540  0.0795
C -3.387 0.940 -3.587  -0.1434
H -5.521 2.240 0.643  0.0869
C -1.284 0.964 -2.287  -0.0642
H 3.765 6.690 -2.530  0.1230
H 6.161 -9.407 5.879  0.0878
H 0.928 8.889 -4.879  0.0885
H -7.572 3.081 -0.839  0.0820
H 4.912 -4.238 4.721  0.0561
H 6.043 -1.120 2.989  0.0873
O -10.262 -2.980 2.446  -0.1875
O 5.604 -1.692 0.515  -0.2038
H 4.543 -8.718 5.625  0.0889
H 4.346 -3.342 0.519  0.1290
H -9.569 -1.561 3.784  0.0905
C 0.796 -2.708 6.202  -0.2004
H 5.057 -1.168 4.476  0.0837
H 0.261 2.340 -2.665  0.0958
O -5.789 1.235 -1.163  -0.2060
H 0.426 1.136 -4.894  0.0597
H 6.336 -2.376 4.206  0.0893
C 0.004 1.641 -1.870  -0.1078
C 5.567 -1.776 3.720  -0.0915
C -4.982 1.982 -0.270  -0.0971
H 7.340 -6.830 7.822  0.1247
H 4.201 4.577 -6.730  0.0781
C 1.214 0.716 -1.672  -0.2076
H 5.934 -8.035 4.762  0.0829
H 0.492 5.648 -3.184  0.0144
C 5.135 -5.298 4.625  -0.0976
C 5.979 -0.903 -3.998  -0.0630
H 0.999 10.162 -3.641  0.0886
C 7.009 -6.908 6.781  -0.2075
H -10.912 -2.056 -0.715  0.1264
H 4.520 -5.867 5.326  0.0874
H -7.137 -3.118 0.217  0.0857
H 3.965 9.129 -2.243  0.1250
C -10.870 -2.229 1.409  -0.2041
H -4.398 2.643 -4.308  0.0633
H 4.051 2.438 -6.006  0.1193
C -9.187 -2.304 3.076  -0.1032
O 5.767 -7.591 6.792  -0.1909
H 2.932 0.585 6.982  0.0895
P 3.187 1.318 -3.577  0.4764
H -5.343 1.174 -4.318  0.1096
C -6.545 0.212 -0.524  -0.1922
H -10.572 -3.696 -0.143  0.1275
I -2.513 4.596 -3.105  0.9290
O 1.782 6.600 -1.931  -0.1857
H -11.946 -2.425 1.459  0.1259
H -8.167 -4.126 -0.820  0.0914
C 6.667 -2.625 0.629  -0.1023
O 6.524 -5.521 4.840  -0.1918
C 4.104 3.132 -5.171  -0.2464
H 6.901 -0.342 -4.126  0.0788
H 7.591 -2.061 0.745  0.0899
H 7.760 -7.482 6.230  0.1258
H -0.328 -0.483 8.320  0.0886
I -0.404 4.469 -6.055  0.9180
H 5.462 -0.899 -4.954  0.0809
H -1.326 -1.068 6.971  0.0884
C -1.774 2.809 -3.910  -0.7710
H 1.891 6.365 -4.002  0.0712
C 2.527 1.489 -1.910  -0.1828
H -7.988 3.733 0.758  0.0880
C -1.704 -0.247 -1.727  -0.0263
C 5.095 -0.265 -2.961  -0.2750
C 3.040 -0.497 7.052  -0.1117
C -8.151 -3.484 0.067  -0.0901
H -4.685 2.899 -0.779  0.0709
C 3.049 7.233 -1.904  -0.2038
O 4.753 1.067 -3.413  -0.2150
C 3.822 -2.023 2.143  -0.1925
H 0.231 -0.261 6.651  0.0825
C 2.969 8.683 -2.331  -0.2047
C -4.367 1.583 -4.550  -0.1806
H 4.423 5.271 -5.153  0.0736
C -1.099 -1.137 -0.685  -0.3195
H -10.715 -1.157 1.569  0.1247
C -8.231 2.966 0.025  -0.1129
C -10.370 -2.636 0.039  -0.1983
H 4.225 -0.878 -2.746  0.1082

## Properties
Electronic energy: -111504.087 eV
Maximum force: 0.05425 Eh/bohr
Gap between HOMO and LUMO: 8.29 eV
LUMO level: -0.74 eV

***

Which value of electronic energy does entry 1 give?
-89985.879 eV

***

Which of these has the highest maximum force?
C44H83BClN10O2S

***

Among the records above, which one has the lowest maximum force?
C44H85FI2NO17P

***

Which value of electronic energy does entry 2 give?
-73598.853 eV